# 1
Computed, not measured: C5H8O in the gas phase, with ωB97M-V/def2-TZVPD.

## Properties
energy above the lowest of the compared OMol25 structures with the same formula, charge and spin	126.6	kcal per mole
Kohn-Sham gap (alpha / beta)	8.41 / 8.44	eV

Geometry as XYZ:
```
14
Properties=species:S:1:pos:R:3:mulliken_charge:R:1
C -1.79 0.07 -0.04 -1.25
C -0.73 -0.97 0.25 0.28
C 0.95 1.25 -1.12 -0.51
C 1.38 0.67 0.19 -0.52
C 0.70 -0.69 0.40 -0.18
O 0.19 -1.33 -0.78 -0.47
H -1.35 0.94 -0.53 0.41
H -2.56 -0.35 -0.70 0.30
H -2.27 0.37 0.89 0.29
H -1.09 -1.85 0.80 0.40
H 1.86 1.35 -1.75 0.18
H 0.99 1.36 0.97 0.22
H 2.45 0.54 0.36 0.40
H 1.27 -1.35 1.05 0.45
```



# 2
Computed, not measured: a molecular structure, C57H62BrN11O5P2, with ωB97M-V/def2-TZVPD.

## Properties
energy above the lowest of the compared OMol25 structures with the same formula, charge and spin	60.9	kcal per mole
Kohn-Sham gap	9.08	eV

Geometry as XYZ:
```
138
Properties=species:S:1:pos:R:3:mulliken_charge:R:1
C -1.07 -0.57 -3.74 -0.40
C -2.58 -0.92 -4.37 -0.20
O -3.42 -1.32 -3.23 -0.25
P -4.77 -2.32 -3.71 0.89
O -4.91 -2.55 -5.27 -0.55
O -4.63 -3.82 -2.78 -0.52
O -6.23 -1.50 -3.11 -0.29
P -7.12 -0.99 -4.52 0.43
O -8.81 -1.34 -4.11 -0.40
Br -7.07 1.28 -4.78 -0.25
H -1.20 -0.58 -2.55 -0.04
H -0.70 0.50 -4.03 0.28
H -0.32 -1.43 -4.01 0.08
H -3.04 0.08 -4.82 0.22
H -2.43 -1.75 -5.19 0.32
H -3.84 -3.71 -2.14 0.33
H -8.82 -1.20 -3.11 0.31
N -9.81 4.10 -2.89 -0.52
C -9.65 2.76 -2.90 0.26
C -10.24 1.90 -1.99 -0.03
C -11.04 2.46 -0.99 -0.42
C -11.23 3.83 -0.95 -0.31
C -10.59 4.61 -1.92 -0.25
H -9.01 2.38 -3.69 -0.04
H -10.08 0.83 -2.04 0.23
H -11.52 1.82 -0.26 0.36
H -11.84 4.30 -0.19 0.36
H -10.71 5.69 -1.93 0.36
N 0.41 -0.41 -0.43 -0.29
C 1.39 0.28 0.21 -0.69
C 1.55 0.29 1.58 -0.61
C 0.66 -0.45 2.36 -0.02
C -0.36 -1.16 1.74 -0.21
C -0.44 -1.11 0.35 -0.70
H 2.05 0.84 -0.44 0.47
H 2.36 0.85 2.04 0.62
H 0.76 -0.46 3.44 0.46
H -1.07 -1.74 2.31 0.53
H -1.21 -1.65 -0.18 0.49
N 5.31 -2.34 1.83 -0.59
C 4.20 -1.75 1.32 -0.18
C 3.44 -2.29 0.30 0.28
C 3.83 -3.51 -0.24 -0.57
C 4.96 -4.14 0.26 -0.71
C 5.66 -3.53 1.28 -0.40
H 3.94 -0.80 1.77 0.37
H 2.56 -1.77 -0.07 0.27
H 3.26 -3.96 -1.04 0.44
H 5.30 -5.09 -0.14 0.46
H 6.55 -3.98 1.71 0.63
N -0.79 -3.57 4.16 -0.23
C 0.33 -4.28 3.88 -0.07
C 0.50 -5.61 4.22 -0.69
C -0.54 -6.26 4.89 -0.16
C -1.70 -5.56 5.19 -0.50
C -1.78 -4.23 4.81 -0.19
H 1.10 -3.73 3.37 0.42
H 1.42 -6.13 3.97 0.37
H -0.44 -7.30 5.17 0.36
H -2.52 -6.03 5.71 0.36
H -2.67 -3.64 5.02 0.35
N -1.43 3.94 2.39 -0.62
C -1.27 2.60 2.38 -0.32
C -1.86 1.74 3.30 0.12
C -2.67 2.29 4.29 -0.64
C -2.85 3.67 4.33 -0.03
C -2.22 4.45 3.37 -0.84
H -0.63 2.21 1.59 0.56
H -1.70 0.67 3.24 0.36
H -3.15 1.66 5.03 0.39
H -3.47 4.13 5.09 0.40
H -2.33 5.53 3.35 0.56
N 4.12 -2.94 -3.81 -0.30
C 3.60 -3.52 -4.91 -0.22
C 4.36 -4.07 -5.93 -0.55
C 5.74 -4.03 -5.81 -0.23
C 6.31 -3.44 -4.69 -0.62
C 5.47 -2.92 -3.72 -0.05
H 2.51 -3.52 -4.96 0.32
H 3.88 -4.53 -6.79 0.41
H 6.37 -4.45 -6.59 0.37
H 7.39 -3.39 -4.57 0.41
H 5.87 -2.45 -2.83 0.47
N 3.91 1.29 -4.45 -0.44
C 4.14 0.07 -4.98 -0.27
C 4.36 -0.16 -6.33 -0.01
C 4.34 0.92 -7.19 -0.56
C 4.10 2.20 -6.69 -0.23
C 3.89 2.33 -5.32 -0.43
H 4.15 -0.75 -4.26 0.57
H 4.55 -1.17 -6.69 0.26
H 4.51 0.78 -8.26 0.36
H 4.07 3.06 -7.34 0.37
H 3.70 3.30 -4.88 0.37
N -9.58 -6.84 -3.39 -0.54
C -8.64 -5.88 -3.42 -0.36
C -8.90 -4.55 -3.71 0.11
C -10.21 -4.18 -3.98 -0.21
C -11.21 -5.15 -3.96 -0.47
C -10.85 -6.45 -3.66 -0.22
H -7.63 -6.22 -3.20 0.39
H -8.10 -3.82 -3.72 0.22
H -10.45 -3.15 -4.21 0.40
H -12.24 -4.89 -4.17 0.36
H -11.59 -7.25 -3.63 0.35
N 1.64 4.22 5.57 -0.55
C 0.54 4.80 5.06 -0.08
C 0.00 5.99 5.53 -0.07
C 0.63 6.61 6.60 -0.47
C 1.77 6.04 7.15 -0.29
C 2.24 4.85 6.60 -0.36
H 0.07 4.28 4.23 0.46
H -0.89 6.41 5.08 0.27
H 0.24 7.54 7.00 0.31
H 2.29 6.50 7.98 0.42
H 3.13 4.36 6.99 0.42
N 9.43 -1.77 2.97 -0.53
C 8.90 -2.35 1.87 -0.17
C 9.66 -2.90 0.85 -0.30
C 11.05 -2.86 0.97 -0.35
C 11.62 -2.27 2.09 -0.35
C 10.78 -1.75 3.06 -0.22
H 7.82 -2.35 1.83 0.46
H 9.18 -3.36 -0.01 0.39
H 11.67 -3.29 0.19 0.35
H 12.69 -2.22 2.21 0.35
H 11.17 -1.28 3.95 0.37
N 2.61 9.53 4.12 -0.51
C 2.75 8.45 4.92 -0.14
C 3.98 7.98 5.37 -0.05
C 5.13 8.66 4.97 -0.55
C 5.01 9.78 4.15 -0.30
C 3.74 10.17 3.76 -0.32
H 1.83 7.95 5.19 0.46
H 4.04 7.11 6.01 0.26
H 6.11 8.33 5.30 0.37
H 5.88 10.33 3.83 0.36
H 3.59 11.04 3.12 0.36
```



# 3
Computed, not measured: a molecular structure, C31H24AuN2P2S2, with ωB97M-V/def2-TZVPD.

## Properties
energy above the lowest of the compared OMol25 structures with the same formula, charge and spin	46.6	kcal per mole
Kohn-Sham gap (alpha / beta)	6.83 / 6.56	eV
net charge	+1
multiplicity	3

Geometry as XYZ:
```
62
Properties=species:S:1:pos:R:3:mulliken_charge:R:1
Au 8.47 12.06 6.96 0.32
S 11.19 12.10 6.73 -0.52
P 10.93 10.67 8.12 0.93
C 9.15 10.48 7.96 -0.12
P 7.81 9.35 8.06 0.51
S 6.48 10.32 6.75 -0.47
C 7.23 9.24 9.81 0.45
C 6.41 10.30 10.19 -0.38
C 5.74 10.27 11.41 -0.99
C 6.17 9.29 12.32 -0.39
C 7.01 8.22 11.93 -0.99
C 7.45 8.19 10.65 0.22
C 8.14 7.71 7.38 0.30
C 7.57 6.50 7.79 -0.25
C 7.96 5.34 7.22 -0.90
C 8.86 5.34 6.19 -0.45
C 9.45 6.54 5.75 -0.92
C 9.06 7.68 6.37 -0.31
C 11.44 11.16 9.74 0.87
C 12.53 12.05 9.83 -0.73
C 12.97 12.53 11.05 -0.51
C 12.33 12.18 12.26 -0.68
C 11.17 11.46 12.12 -0.66
C 10.73 10.91 10.91 0.13
C 11.62 9.01 7.86 0.56
C 12.37 8.68 6.68 -0.44
C 12.79 7.40 6.51 -0.69
C 12.47 6.40 7.44 -0.43
C 11.72 6.71 8.53 -0.80
C 11.22 8.03 8.72 -0.12
H 6.10 11.06 9.46 0.37
H 5.08 10.97 11.76 0.50
H 5.75 9.34 13.35 0.35
H 7.16 7.43 12.59 0.51
H 8.03 7.37 10.33 0.57
H 6.85 6.45 8.55 0.74
H 7.48 4.44 7.59 0.45
H 9.13 4.47 5.59 0.40
H 10.13 6.51 4.93 0.51
H 9.39 8.67 6.05 0.41
H 13.12 12.50 8.95 0.19
H 13.76 13.30 11.12 0.34
H 12.60 12.61 13.20 0.41
H 10.63 11.23 12.99 0.44
H 9.83 10.34 10.88 0.24
H 12.82 9.48 6.14 0.50
H 13.55 7.13 5.69 0.30
H 12.74 5.40 7.28 0.51
H 11.48 5.97 9.29 0.43
H 10.70 8.40 9.59 0.36
N 3.19 14.72 4.63 -0.42
C 4.36 14.80 4.78 -0.14
C 5.81 14.83 4.91 0.32
C 6.62 15.79 4.23 -0.30
C 7.96 15.61 4.37 -0.60
C 8.53 14.69 5.19 -0.26
N 7.74 13.76 5.83 -0.43
C 6.40 13.89 5.69 0.14
H 6.19 16.47 3.48 0.45
H 8.64 16.18 3.80 0.41
H 9.60 14.63 5.29 0.39
H 5.75 13.14 6.29 0.38
```



# 4
Computed, not measured: C11H14Cl2N3O4P in the gas phase, with ωB97M-V/def2-TZVPD.

## Properties
energy above the lowest of the compared OMol25 structures with the same formula, charge and spin	0.0	kcal per mole
Kohn-Sham gap	8.49	eV
SMILES string	O=[N+]([O-])c1ccc2c(c1)O[P@@](=O)(N(CCCl)CCCl)NC2

Geometry as XYZ:
```
35
Properties=species:S:1:pos:R:3:mulliken_charge:R:1
O 2.56 -2.98 -4.55 -0.59
N 2.64 -2.02 -3.81 0.96
O 3.34 -1.06 -4.04 -0.58
C 1.88 -2.05 -2.63 -0.14
C 0.84 -2.98 -2.38 -0.61
C 0.11 -2.93 -1.17 -0.80
C 0.40 -1.97 -0.19 0.92
C 1.42 -1.02 -0.43 0.07
C 2.19 -1.12 -1.62 -0.06
O 1.75 0.01 0.41 -0.46
P 0.70 0.22 1.64 0.29
O 1.16 0.88 2.86 -0.84
N -0.72 1.15 1.11 0.54
C -1.38 1.92 2.20 -0.83
C -2.87 2.18 1.92 -0.53
Cl -3.85 0.68 1.79 -0.20
C -0.70 1.69 -0.27 -0.98
C -0.04 3.11 -0.31 -0.41
Cl 1.72 3.03 -0.13 -0.17
N 0.17 -1.30 2.21 -0.44
C -0.47 -1.99 1.09 -0.64
H 0.57 -3.74 -3.10 0.44
H -0.75 -3.58 -0.97 0.43
H 3.00 -0.36 -1.71 0.45
H -0.92 2.86 2.35 0.41
H -1.33 1.35 3.18 0.41
H -3.32 2.76 2.74 0.44
H -3.01 2.75 0.99 0.27
H -1.69 1.80 -0.62 0.49
H -0.17 1.04 -0.95 0.30
H -0.20 3.57 -1.31 0.42
H -0.50 3.79 0.42 0.27
H -0.47 -1.07 2.97 0.35
H -1.46 -1.59 0.89 0.30
H -0.61 -3.03 1.43 0.53
```



# 5
Computed, not measured: 2 unconnected molecules or ions with the total composition C2H12N4, with ωB97M-V/def2-TZVPD.

## Properties
energy above the lowest of the compared OMol25 structures with the same formula, charge and spin	8.0	kcal per mole
Kohn-Sham gap	9.99	eV
SMILES string	NCN.NCN

Geometry as XYZ:
```
18
Properties=species:S:1:pos:R:3:mulliken_charge:R:1
N -1.43 1.29 0.03 -0.50
C -0.22 2.10 0.12 -0.44
N 0.82 1.81 -0.86 -0.58
H -1.38 0.60 -0.72 0.19
H -2.20 1.90 -0.19 0.25
H 0.26 2.05 1.09 0.24
H -0.47 3.15 -0.03 0.39
H 0.88 0.81 -1.02 0.18
H 0.52 2.19 -1.76 0.26
N 0.55 -2.28 -0.79 -0.64
C 0.69 -1.74 0.57 -0.19
N -0.55 -1.90 1.31 -0.67
H 0.13 -1.59 -1.42 0.22
H 1.45 -2.48 -1.20 0.25
H 1.08 -0.71 0.57 0.16
H 1.46 -2.34 1.05 0.38
H -1.23 -1.21 0.99 0.25
H -0.36 -1.65 2.28 0.25
```



# 6
Computed, not measured: C11H17N5O4 in the gas phase, with ωB97M-V/def2-TZVPD.

## Properties
energy above the lowest of the compared OMol25 structures with the same formula, charge and spin	96.8	kcal per mole
Kohn-Sham gap	9.82	eV
SMILES string	NC(=O)CC[C@H](N)C(=O)N[C@@H](Cc1c[nH]cn1)C(=O)O

Geometry as XYZ:
```
37
Properties=species:S:1:pos:R:3:mulliken_charge:R:1
N -2.46 3.98 2.47 -0.33
C -3.43 2.98 2.64 0.51
O -3.97 2.70 3.67 -0.57
C -3.72 2.11 1.31 -1.04
C -2.84 0.80 1.48 -0.59
C -1.42 0.95 1.00 0.25
N -1.01 1.50 -0.29 -0.45
C -0.87 -0.65 1.03 0.10
O -0.32 -1.09 2.06 -0.61
N -0.94 -1.28 -0.23 -0.19
C 0.39 -1.22 -0.84 -0.06
C 1.63 -1.77 -0.03 -0.91
C 2.89 -1.42 -0.78 0.71
C 4.16 -1.97 -0.72 -0.94
N 4.99 -0.95 -1.53 -0.13
C 4.15 -0.08 -2.07 -0.28
N 2.94 -0.28 -1.53 -0.58
C 0.27 -1.77 -2.23 0.19
O -0.38 -2.67 -2.62 -0.61
O 0.95 -1.05 -3.10 -0.52
H -2.22 4.69 3.12 0.20
H -2.01 4.07 1.60 0.16
H -4.73 1.89 1.41 0.30
H -3.52 2.62 0.44 0.51
H -2.62 0.39 2.60 0.29
H -3.29 -0.13 0.99 0.42
H -0.79 1.32 1.74 0.41
H -1.31 0.87 -0.99 0.18
H -1.20 2.46 -0.50 0.21
H -1.12 -2.23 -0.38 0.40
H 0.70 -0.14 -0.82 0.63
H 1.50 -2.77 0.25 0.48
H 1.73 -1.15 0.87 0.32
H 4.64 -2.79 -0.23 0.41
H 5.99 -1.07 -1.85 0.25
H 4.48 0.76 -2.63 0.44
H 1.60 -0.39 -2.75 0.45
```